Entry 1:
{
  "formula": "C6H14N2O2",
  "method": "ωB97M-V/def2-TZVPD",
  "de_lowest_kcal_mol": 82.3,
  "e_homo_ev": -9.60,
  "e_tot_ha": -496.9264,
  "gap_ev": 10.379,
  "smiles": "NCCCC[C@H](N)C(=O)O",
  "symbols": ["N", "C", "C", "C", "C", "C", "N", "C", "O", "O", "H", "H", "H", "H", "H", "H", "H", "H", "H", "H", "H", "H", "H", "H"],
  "positions_angstrom": [[2.9344, -1.8896, -2.1801], [1.7340, -1.4286, -1.5580], [2.1779, -0.2546, -0.7143], [1.3017, 0.4278, 0.2292], [-0.0159, 1.1424, -0.0484], [-1.2642, 0.5744, -0.0869], [-2.2128, 1.5676, -0.5481], [-1.5721, -0.0445, 1.2930], [-1.8007, -1.1662, 1.7224], [-1.6161, 1.0329, 2.2067], [3.1443, -1.4610, -3.0441], [2.7180, -2.7834, -2.5043], [0.6989, -1.3481, -2.0021], [1.7198, -2.2952, -0.8696], [2.6199, 0.4991, -1.5254], [3.1041, -0.4261, -0.1764], [1.8774, 1.3695, 0.6837], [0.9884, -0.3944, 0.9178], [-0.2411, 1.8758, 0.7691], [0.0661, 1.7219, -0.8799], [-1.2596, -0.2533, -0.7639], [-3.1749, 1.2433, -0.7436], [-2.1079, 2.3621, 0.1151], [-2.0389, 0.7096, 3.0005]]
}

=====

Entry 2:
{
  "formula": "C6H14N2O2",
  "method": "ωB97M-V/def2-TZVPD",
  "de_lowest_kcal_mol": 51.2,
  "e_homo_ev": -9.25,
  "e_tot_ha": -496.9759,
  "gap_ev": 9.913,
  "smiles": "CNC(C)=O.CNC(C)=O",
  "symbols": ["C", "N", "C", "C", "O", "H", "H", "H", "H", "H", "H", "H", "C", "N", "C", "C", "O", "H", "H", "H", "H", "H", "H", "H"],
  "positions_angstrom": [[2.1165, -0.7273, -0.1526], [1.3311, 0.5491, -0.1116], [2.0095, 1.7379, -0.1300], [1.2449, 3.0855, -0.4169], [3.1821, 1.7008, 0.2151], [1.4717, -1.6221, 0.0160], [2.7297, -0.6862, -1.1060], [2.7214, -0.7181, 0.7015], [0.4148, 0.3488, -0.5145], [0.1668, 2.8977, -0.6929], [1.3739, 3.6147, 0.4609], [1.7761, 3.4273, -1.3408], [-2.0663, 0.4692, 0.9793], [-2.3042, -1.0404, 0.9828], [-1.8702, -1.5814, -0.1408], [-2.0708, -3.0494, -0.3289], [-1.3096, -0.9433, -0.9720], [-2.9224, 0.8877, 0.3946], [-2.0904, 0.8465, 2.1381], [-1.0951, 0.9003, 0.7739], [-2.6510, -1.6739, 1.6787], [-2.1203, -3.6190, 0.5426], [-2.8457, -3.2480, -0.9778], [-1.2796, -3.5838, -0.9783]]
}

=====

Entry 3:
{
  "formula": "C6H14N2O2",
  "method": "ωB97M-V/def2-TZVPD",
  "de_lowest_kcal_mol": 119.3,
  "e_homo_ev": -8.86,
  "e_tot_ha": -496.8674,
  "gap_ev": 9.884,
  "smiles": "CO[C@@H]1CCN(N(C)C)O1",
  "symbols": ["C", "O", "C", "C", "C", "N", "N", "C", "C", "O", "H", "H", "H", "H", "H", "H", "H", "H", "H", "H", "H", "H", "H", "H"],
  "positions_angstrom": [[-3.5023, -0.5887, -0.0381], [-2.1058, -0.9270, -0.0759], [-1.2741, 0.0348, 0.5569], [-1.2174, 1.3734, -0.2370], [0.3228, 1.4882, -0.5690], [0.7065, 0.1032, -0.5210], [2.0825, 0.0335, -0.3463], [2.4592, -1.3548, -0.6357], [2.5965, 0.3411, 1.0140], [0.0483, -0.4548, 0.6493], [-4.0137, -1.5411, -0.2778], [-3.8025, -0.1587, 1.0403], [-3.6294, 0.2568, -0.7595], [-1.7296, 0.1884, 1.5746], [-1.8128, 1.2024, -1.1686], [-1.5804, 2.2173, 0.2839], [0.6018, 1.7674, -1.6165], [0.8286, 2.2048, 0.1515], [2.3051, -2.0495, 0.2109], [3.4998, -1.4631, -0.8367], [1.9088, -1.5996, -1.5774], [2.1879, 1.3347, 1.3215], [2.2130, -0.4282, 1.6745], [3.6518, 0.4023, 0.9166]]
}

=====

Entry 4:
{
  "formula": "C6H14N2O2",
  "method": "ωB97M-V/def2-TZVPD",
  "de_lowest_kcal_mol": 23.2,
  "e_homo_ev": -9.18,
  "e_tot_ha": -497.0205,
  "gap_ev": 9.682,
  "smiles": "CNC(C)=O.CNC(C)=O",
  "symbols": ["C", "N", "C", "C", "O", "H", "H", "H", "H", "H", "H", "H", "C", "N", "C", "C", "O", "H", "H", "H", "H", "H", "H", "H"],
  "positions_angstrom": [[2.1935, -1.8562, 1.3175], [1.4130, -1.2161, 2.4050], [0.0842, -0.9582, 2.1574], [-0.7388, -0.3761, 3.3239], [-0.4477, -1.1430, 1.0799], [3.2232, -1.4978, 1.3997], [2.2020, -2.9245, 1.4741], [1.8048, -1.4203, 0.4058], [1.8450, -0.6996, 3.1617], [-1.6770, -0.9165, 3.2717], [-0.2627, -0.5423, 4.2910], [-0.8049, 0.6999, 3.1847], [-0.0669, 2.8528, -1.3840], [-0.4322, 1.4720, -1.3338], [-0.7143, 0.6963, -2.4395], [-0.9978, -0.7218, -2.0802], [-0.6836, 1.1939, -3.5577], [0.5140, 3.0970, -0.4966], [0.3985, 3.1409, -2.3320], [-0.8867, 3.5889, -1.3758], [-0.1452, 1.0162, -0.4832], [-0.7351, -0.8968, -1.0374], [-2.0204, -1.0243, -2.3073], [-0.4218, -1.5040, -2.5872]]
}